Record 1
{
  "formula": "C7H12N3O2",
  "method": "ωB97M-V with the def2-TZVPD basis set",
  "species": ["O", "H", "C", "H", "H", "H", "C", "C", "N", "H", "C", "H", "H", "H", "C", "O", "H", "C", "C", "H", "H", "N", "N", "H"],
  "xyz": [[1.2824, 1.4981, -0.8269], [2.7397, 0.6423, -0.8289], [-0.7763, 0.3356, -0.6749], [-1.2016, 0.8968, 1.4383], [4.6438, 0.0489, 1.5243], [-3.0450, 1.9608, -0.5879], [-3.1144, 0.8483, -0.8164], [0.2256, 0.9992, -0.6821], [-2.0023, 0.0074, -0.1684], [-1.3724, -1.9064, -0.2748], [4.4773, 0.4950, 0.4833], [5.2127, -0.0177, -0.1204], [-2.7737, 0.4030, 1.6239], [4.6552, 1.5819, 0.2801], [-2.2836, -1.4110, -0.4514], [0.7596, -2.2618, 1.3197], [-3.1669, -1.6427, 0.1116], [2.5070, -0.8038, 0.4157], [1.6064, -1.6096, 0.8852], [-4.0931, 0.5771, -0.3157], [-2.4292, -1.5857, -1.4854], [-1.8405, 0.1289, 1.2066], [3.2750, 0.0773, -0.1224], [-3.2858, 0.7379, -1.9330]],
  "lowdin_charge": [0.01, 0.14, -0.10, 0.12, 0.15, 0.13, 0.02, -0.33, -0.43, 0.08, -0.02, 0.11, 0.14, 0.13, 0.02, 0.25, 0.11, 0.07, -0.10, 0.11, 0.10, 0.12, 0.05, 0.13],
  "gap_ha": [0.1988, 0.1987],
  "total_charge": 1,
  "e_lumo_ev": [-6.241, -6.242],
  "total_energy_ha": -588.1425,
  "e_above_lowest_kj_mol": 749.94
}

Record 2
{
  "formula": "C7H12N4O2",
  "method": "ωB97M-V with the def2-TZVPD basis set",
  "species": ["O", "N", "H", "H", "C", "H", "N", "H", "H", "H", "C", "H", "C", "O", "H", "C", "C", "H", "H", "C", "N", "H", "C", "H", "N"],
  "xyz": [[1.0539, 0.1554, -1.9613], [-2.0398, 2.1433, -2.4673], [-0.4787, 1.9871, -1.1424], [-2.3377, 1.4937, -3.5376], [0.3763, -0.2041, 2.6022], [2.5297, 0.6982, 2.4246], [-0.7059, -0.5544, 1.8808], [-0.9055, -0.1734, 4.1411], [0.6189, 1.6692, -3.2188], [-3.1121, 2.1580, -1.6871], [0.8260, -1.1563, -1.4306], [2.7196, -0.1552, -0.0146], [1.7777, -0.2453, 0.6796], [-1.5552, -1.1094, -0.2360], [-1.3381, 0.4292, -1.0112], [-1.0482, 1.2822, -1.7421], [-0.6120, -0.8921, 0.5840], [0.5325, 0.6449, 4.3133], [-0.1173, -1.5685, -1.9745], [0.0063, 0.8241, -2.6744], [0.7098, -0.8876, 0.0895], [1.6797, -1.8812, -1.6146], [1.6476, 0.1710, 2.0010], [-0.3668, 0.2137, -3.5528], [0.1422, -0.2100, 3.9733]],
  "lowdin_charge": [-0.18, -0.10, 0.11, 0.16, -0.35, 0.11, 0.17, 0.13, 0.16, 0.19, -0.10, 0.17, -0.03, -0.04, 0.09, -0.37, -0.49, 0.08, 0.16, -0.26, 0.02, 0.14, -0.01, 0.12, 0.11],
  "gap_ha": 0.3320,
  "e_lumo_ev": 0.298,
  "total_energy_ha": -643.3043,
  "e_above_lowest_kj_mol": 360.21
}

Record 3
{
  "formula": "C7H12N4OS",
  "method": "ωB97M-V with the def2-TZVPD basis set",
  "species": ["H", "O", "H", "H", "C", "H", "H", "H", "H", "C", "C", "C", "H", "N", "C", "N", "S", "N", "H", "H", "C", "C", "N", "H", "H"],
  "xyz": [[0.3261, -2.7239, -1.0076], [0.2637, -2.6331, 0.8718], [4.1485, 0.5980, -0.5236], [0.4790, 0.9977, -1.2573], [-1.6988, 0.0658, -0.3045], [0.3561, 1.1091, 0.5456], [-3.5599, 2.0741, 1.1756], [3.1159, 1.5534, -1.5678], [-0.9285, 0.0620, 2.0595], [2.1789, 0.0120, -0.2301], [-0.2093, -1.4771, 0.9050], [3.2363, 1.0616, -0.5605], [3.0716, 1.8033, 0.2059], [-1.9352, 0.9306, 0.6647], [-3.1656, 1.3643, 0.5146], [-3.6560, 0.9765, -0.6164], [-0.5468, -1.9136, -1.7333], [-2.7832, 0.1471, -1.1464], [-2.9224, -0.2278, -2.1234], [2.2844, -0.4624, 0.7935], [-0.4969, -0.8014, -0.3584], [0.7954, 0.5635, -0.3568], [-0.3267, -0.8028, 2.0376], [2.1676, -0.8775, -0.8836], [-0.1941, -1.3991, 2.8956]],
  "lowdin_charge": [-0.06, -0.03, 0.04, 0.08, -0.35, 0.11, 0.10, 0.10, 0.10, -0.28, -0.61, -0.09, 0.07, 0.07, -0.21, 0.04, 0.82, 0.05, 0.18, 0.13, -0.61, -0.08, 0.17, 0.10, 0.15],
  "gap_ha": 0.3510,
  "e_lumo_ev": 0.641,
  "total_energy_ha": -966.3498,
  "e_above_lowest_kj_mol": 0.00
}